1.
Density functional theory data (the ωB97M-V functional and the def2-TZVPD basis) for the ion C16H27N2O2S with charge +1 at a distorted geometry.

Values from the calculation:
Energy above the lowest of the compared OMol25 structures with the same formula, charge and spin (kJ/mol): 59.10
2S+1: 1
SMILES string: CCCS(=O)(=O)N1CC[NH+](CCCc2ccccc2)CC1
Charge: +1
Largest force on an atom (eV/Å): 1.228
HOMO-LUMO gap (eV): 9.532

CARTESIAN COORDINATES (ANGSTROEM)
H1 2.655 4.378 -1.059
H2 2.085 -2.292 2.217
H3 2.554 -1.000 -1.393
H4 -3.051 2.448 0.310
S1 1.147 1.099 -0.244
C1 1.437 -1.413 2.155
H5 0.157 4.564 -1.130
H6 -1.979 -4.113 0.933
N1 2.347 0.036 0.370
H7 0.842 4.476 -2.752
C2 2.036 3.499 -1.249
O1 0.999 0.775 -1.623
C3 2.395 -1.222 -0.339
C4 1.075 -2.003 -0.175
H8 -3.147 -1.996 1.565
H9 1.187 3.239 0.735
H10 0.947 -1.274 3.119
C5 -2.329 1.559 -1.498
H11 -1.876 -1.746 -1.984
C6 -1.608 -3.144 0.593
H12 3.264 -0.250 2.218
H13 0.105 -3.617 1.805
H14 -0.099 -0.763 0.965
H15 2.558 2.863 -1.965
C7 -2.101 -0.826 -1.462
C8 1.867 2.736 0.052
H16 -0.976 -2.398 2.501
H17 -3.608 -2.689 0.018
H18 3.251 -1.787 0.035
H19 0.397 -1.720 -0.981
N2 0.415 -1.675 1.117
H20 2.818 2.535 0.538
H21 1.786 0.733 2.224
H22 -1.202 -3.293 -0.406
H23 -1.630 0.393 -3.151
H24 -2.267 2.496 -2.029
H25 1.270 -3.077 -0.210
C9 -2.555 -0.866 -0.148
C10 -2.882 0.327 0.482
C11 -2.775 1.532 -0.189
C12 -0.510 -2.742 1.575
H26 0.088 3.048 -2.041
H27 -3.244 0.312 1.500
C13 -1.981 0.378 -2.131
C14 -2.797 -2.181 0.548
C15 0.693 3.925 -1.828
O2 -0.011 0.898 0.611
C16 2.255 -0.157 1.803

Cartesian forces (eV/Å) of the 6 atoms listed first:
H 0.057 -0.122 0.072
H -0.158 0.004 -0.025
H 0.039 -0.290 0.042
H -0.025 0.102 0.044
S 0.564 -0.628 0.892
C 0.466 0.298 0.407

---

2.
Density functional theory data (the ωB97M-V functional and the def2-TZVPD basis) for the molecule C16H27N5O4 at a distorted geometry.

Values from the calculation:
Energy above the lowest of the compared OMol25 structures with the same formula, charge and spin (kJ/mol): 0.00
2S+1: 1
SMILES string: C[C@@H](O)Cc1cn(CC(=O)N2CCN(C(=O)OC(C)(C)C)CC2)nn1
Largest force on an atom (eV/Å): 1.284
HOMO-LUMO gap (eV): 9.496

CARTESIAN COORDINATES (ANGSTROEM)
C1 0.025 1.511 6.674
H1 1.218 1.710 -2.445
H2 -1.940 0.399 -1.117
C2 -0.653 0.779 4.290
H3 -1.216 -1.672 0.067
C3 -1.297 -0.327 -1.629
H4 3.438 2.026 6.237
H5 -2.025 0.326 -6.312
C4 -0.786 -0.726 2.299
O1 1.230 3.073 5.227
N1 -0.126 -1.339 4.534
C5 0.258 0.050 1.470
C6 1.286 0.449 -0.681
H6 -1.912 -0.980 -2.245
O2 -0.919 -0.883 -4.215
O3 0.815 0.582 -4.378
H7 1.882 1.104 -0.046
H8 2.655 0.961 7.415
N2 -0.588 -0.427 3.682
H9 -0.819 2.201 6.735
H10 0.122 0.972 7.615
C7 -0.078 0.056 -3.756
H11 -1.110 -0.520 -7.568
H12 -1.806 -3.168 -5.008
N3 -0.371 0.393 -2.467
H13 0.536 -2.386 -6.867
C8 -0.204 0.541 5.573
H14 -1.795 -0.435 1.989
N4 0.346 -0.267 0.164
H15 -2.921 -1.888 -5.493
H16 -0.279 0.573 -6.452
O4 0.963 0.889 1.994
H17 -1.000 1.662 3.798
C9 2.549 1.435 6.444
H18 -0.650 -1.804 2.188
H19 2.463 0.656 5.688
N5 0.098 -0.774 5.658
C10 -1.079 -0.157 -6.545
H20 1.940 -0.276 -1.176
C11 0.525 1.260 -1.734
C12 0.516 -1.984 -5.858
C13 -0.838 -1.328 -5.593
H21 -1.991 -2.760 -6.719
H22 0.100 -1.886 -1.104
H23 0.685 -2.794 -5.152
C14 1.313 2.332 6.422
H24 1.394 3.089 7.211
C15 -1.964 -2.355 -5.712
H25 1.313 -1.253 -5.754
H26 1.279 2.461 4.480
H27 -0.061 2.045 -1.246
C16 -0.521 -1.147 -0.584

Cartesian forces (eV/Å) of the 6 atoms listed first:
C 0.215 0.294 -0.143
H -0.093 0.010 0.131
H -0.013 -0.083 0.011
C 0.070 -0.312 0.556
H 0.033 -0.023 0.017
C -0.095 -0.411 0.086

---

3.
Density functional theory data (the ωB97M-V functional and the def2-TZVPD basis) for a structure of composition C16H28B2BeCl8F8N4 at a distorted geometry.

Values from the calculation:
2S+1: 1
Largest force on an atom (eV/Å): 3.041
HOMO-LUMO gap (eV): 7.612

CARTESIAN COORDINATES (ANGSTROEM)
C1 -4.815 -1.095 3.480
H1 0.301 0.066 -4.047
C2 1.953 -1.138 -4.398
C3 -3.757 -1.579 2.596
C4 -3.885 2.312 1.058
H2 -5.761 -1.473 3.088
H3 -4.754 -1.461 4.504
H4 3.150 -3.611 2.005
H5 2.225 -3.115 3.412
H6 2.901 0.381 -0.313
Cl1 -2.135 -0.807 5.834
C5 0.627 -3.903 -4.256
Cl2 2.251 4.708 -2.951
H7 5.729 0.828 -1.304
H8 3.893 1.879 -0.183
H9 1.408 3.046 -1.557
H10 -0.867 -0.353 3.068
H11 1.393 5.804 -0.129
F1 -3.390 -0.823 -3.583
H12 0.847 -2.944 -4.726
F2 0.365 1.061 -0.563
F3 -2.658 -2.685 -2.494
N1 0.080 -3.139 1.266
C6 3.903 0.792 -0.233
H13 -0.975 1.193 5.624
H14 -2.271 1.033 4.395
Be1 -1.538 -2.156 -0.362
C7 0.396 -3.593 -2.829
C8 1.248 4.120 -1.586
C9 4.734 0.420 -1.460
Cl3 0.861 -0.956 4.668
C10 1.188 -0.264 -3.511
B1 -2.260 -1.537 -3.160
H15 -4.116 1.247 1.002
C11 -2.603 2.548 0.283
C12 -0.375 0.085 3.935
H16 1.094 4.203 0.530
H17 0.193 0.914 3.518
F4 -1.428 -1.855 -4.232
H18 2.854 -1.885 2.329
C13 1.119 -2.990 1.729
Cl4 -2.158 4.294 0.309
N2 2.541 -1.880 -5.048
C14 1.633 4.750 -0.241
H19 -4.926 -0.019 3.604
H20 -1.690 2.094 0.655
C15 -1.451 0.531 4.901
H21 -4.769 2.841 0.716
H22 4.218 0.878 -2.302
H23 0.952 -0.932 -2.682
B2 0.295 -0.095 0.236
N3 0.283 -3.372 -1.706
F5 1.145 0.008 1.311
F6 -1.019 -0.227 0.711
Cl5 4.776 -1.354 -1.728
H24 -2.751 2.182 -0.734
Cl6 4.657 0.226 1.293
N4 -2.938 -2.017 1.925
F7 0.523 -1.159 -0.668
H25 -0.370 -4.185 -4.597
H26 1.379 -4.637 -4.523
F8 -1.559 -0.705 -2.279
H27 0.210 4.387 -1.767
H28 1.756 0.585 -3.138
Cl7 -3.662 2.749 2.792
C16 2.423 -2.885 2.363
Cl8 3.378 4.665 0.149

Cartesian forces (eV/Å) of the 6 atoms listed first:
C -0.871 -0.201 0.241
H -0.089 0.003 0.281
C 0.736 0.749 -0.165
C -0.081 0.331 0.741
C 0.568 -0.496 0.387
H 0.003 0.042 -0.096

---

4.
Density functional theory data (the ωB97M-V functional and the def2-TZVPD basis) for a structure of composition C16H28CeN7O2S2 at a distorted geometry.

Values from the calculation:
Energy above the lowest of the compared OMol25 structures with the same formula, charge and spin (kJ/mol): 0.00
2S+1: 2
<S²>: 0.7507
Charge: +2
Largest force on an atom (eV/Å): 1.171
HOMO-LUMO gap (alpha / beta) (eV): 7.908 / 7.936

CARTESIAN COORDINATES (ANGSTROEM)
H1 -0.657 -4.108 1.947
Ce1 -0.243 -0.181 -0.227
C1 1.265 -3.449 0.086
C2 2.042 -2.686 -0.984
H2 1.235 4.522 -0.950
C3 -1.081 2.445 -2.061
N1 1.187 -1.792 -1.790
H3 0.853 -2.309 1.731
N2 1.820 0.698 1.267
H4 2.455 -1.109 2.026
N3 -2.068 3.101 -2.747
H5 -2.768 -3.862 0.527
C4 1.525 4.273 0.068
N4 -3.874 2.645 0.307
C5 -0.751 -3.296 -2.483
H6 2.590 4.444 0.193
N5 0.150 2.257 -0.166
C6 -0.877 -3.238 1.316
H7 2.812 -2.064 -0.515
H8 0.988 4.952 0.735
H9 -2.136 4.090 -2.558
H10 4.096 -0.156 3.590
H11 -1.340 -3.496 -3.377
H12 4.384 2.330 3.661
H13 1.971 -3.976 0.735
C7 -3.386 1.870 1.497
C8 2.911 2.649 2.129
H14 0.095 -1.632 -3.548
O1 -1.698 0.153 1.655
H15 2.564 -3.413 -1.617
H16 -3.367 3.527 0.203
C9 2.581 -0.035 2.077
C10 0.441 -2.435 -2.894
C11 3.517 0.497 2.955
H17 1.115 -3.065 -3.488
O2 -2.632 0.509 -0.301
H18 -2.774 2.515 2.122
H19 -1.422 -2.519 1.935
H20 -4.232 1.505 2.075
C12 -2.540 0.730 0.927
H21 -1.435 -4.666 -0.243
N6 0.368 -2.570 0.875
H22 -0.442 -4.267 -2.102
H23 -4.876 2.838 0.332
H24 3.022 3.722 2.131
H25 1.802 -1.120 -2.247
C13 -1.756 -3.705 0.155
S1 -1.883 -2.554 -1.255
H26 0.661 -4.222 -0.378
S2 -0.466 0.978 -2.770
N7 -0.734 3.015 -0.933
H27 -2.190 2.841 -3.714
C14 1.999 2.038 1.282
C15 3.675 1.868 2.987
H28 -3.652 2.060 -0.534
C16 1.157 2.857 0.356

Cartesian forces (eV/Å) of the 6 atoms listed first:
H -0.024 0.052 -0.023
Ce 0.538 -0.924 -0.478
C -0.020 0.004 -0.016
C 0.012 -0.076 0.051
H -0.014 0.012 0.029
C -0.164 0.273 0.112